Record 1
DFT (wB97M-V/def2-TZVPD) results for a 4-piece molecular cluster, C52H86F4N5O5S overall.

Structure (XYZ):
```
153
Properties=species:S:1:pos:R:3:lowdin_spin:R:1
C 10.089 -4.262 -2.332 0.0000
C 8.734 -3.450 -2.142 0.0000
C 8.744 -2.073 -2.946 0.0000
C 7.466 -1.993 -3.906 0.0000
C 6.168 -1.844 -3.006 0.0000
C 5.551 -0.362 -2.994 0.0000
C 4.136 -0.451 -3.691 -0.0001
C 4.129 -0.312 -5.183 0.0001
O 5.341 -0.080 -5.841 0.0000
C 2.807 -0.404 -5.868 -0.0001
C 2.672 -0.232 -7.410 0.0000
F 3.722 0.472 -8.000 0.0000
F 1.523 0.574 -7.618 0.0000
C 2.410 -1.560 -8.223 0.0000
F 1.092 -1.956 -7.943 0.0000
F 3.265 -2.581 -7.852 0.0000
C 1.580 -0.644 -5.086 0.0001
C 1.565 -0.779 -3.595 -0.0001
C 2.873 -0.659 -2.917 0.0001
S 2.950 -0.765 -1.089 0.0000
C 1.372 -1.567 -0.687 0.0001
C 1.293 -2.195 0.692 0.0000
C 0.035 -2.863 1.125 0.0001
C -1.085 -2.882 0.145 -0.0001
N -2.348 -3.508 0.580 0.0001
C -0.996 -2.261 -1.239 0.0001
C -2.275 -2.385 -2.131 0.0000
C -2.431 -3.949 -2.497 0.0000
C -2.225 -4.265 -4.036 0.0000
C -1.067 -3.452 -4.736 0.0000
C -3.627 -4.158 -4.807 0.0000
C 0.275 -1.577 -1.669 -0.0001
N 0.254 -0.967 -2.990 0.0000
O -0.306 0.311 -2.819 0.0000
H 10.924 -3.538 -2.075 0.0000
H 10.179 -5.127 -1.618 0.0000
H 10.217 -4.558 -3.407 0.0000
H 8.537 -3.246 -1.046 0.0000
H 7.845 -4.032 -2.514 0.0000
H 8.657 -1.193 -2.245 0.0000
H 9.658 -2.002 -3.596 0.0000
H 7.561 -1.223 -4.716 0.0000
H 7.401 -3.009 -4.408 0.0000
H 6.323 -2.190 -1.937 0.0000
H 5.395 -2.549 -3.437 0.0000
H 5.501 0.086 -1.966 0.0000
H 6.254 0.292 -3.594 0.0000
H 5.638 0.813 -5.569 0.0000
H 2.537 -1.308 -9.319 0.0000
H 0.622 -0.721 -5.656 0.0000
H 2.160 -2.151 1.392 0.0000
H -0.099 -3.314 2.143 0.0000
H -2.175 -4.477 0.857 0.0000
H -2.638 -3.042 1.453 0.0000
H -2.279 -1.726 -3.035 0.0000
H -3.156 -2.164 -1.452 0.0000
H -1.680 -4.545 -1.891 0.0000
H -3.441 -4.355 -2.208 0.0000
H -1.939 -5.362 -4.110 0.0000
H -1.411 -2.428 -5.078 0.0000
H -0.715 -4.021 -5.648 0.0000
H -0.198 -3.258 -4.040 0.0000
H -4.235 -3.296 -4.419 0.0000
H -4.201 -5.103 -4.556 0.0000
H -3.476 -4.138 -5.919 0.0000
H -1.030 0.347 -3.474 0.0000
C -3.635 1.723 3.682 0.0021
C -3.412 0.422 4.494 0.0249
C -3.482 0.729 6.001 0.0137
C -2.241 1.442 6.538 0.0008
C -0.972 0.689 6.151 0.0139
C -0.873 0.408 4.642 0.0252
N -2.119 -0.201 4.091 0.3414
O -2.148 -1.480 4.469 0.5699
C -0.546 1.717 3.892 0.0014
C 0.367 -0.474 4.388 -0.0008
C -4.625 -0.458 4.129 -0.0009
H -3.202 1.647 2.682 0.0015
H -4.700 1.930 3.542 -0.0003
H -3.230 2.608 4.171 0.0000
H -3.608 -0.203 6.564 0.0025
H -4.365 1.338 6.218 0.0011
H -2.202 2.472 6.171 0.0003
H -2.306 1.511 7.627 0.0008
H -0.100 1.261 6.483 0.0010
H -0.944 -0.254 6.709 0.0027
H -0.576 1.567 2.810 0.0012
H 0.461 2.064 4.141 -0.0007
H -1.206 2.545 4.140 0.0000
H 0.344 -1.405 4.958 -0.0007
H 1.278 0.049 4.689 -0.0002
H 0.463 -0.722 3.328 0.0002
H -4.623 -0.710 3.065 0.0002
H -5.561 0.064 4.343 -0.0003
H -4.661 -1.386 4.703 -0.0007
C -9.570 1.597 -1.435 0.0018
C -9.342 0.299 -0.620 0.0243
C -9.430 0.605 0.886 0.0132
C -8.204 1.329 1.436 0.0007
C -6.923 0.589 1.063 0.0133
C -6.804 0.308 -0.444 0.0248
N -8.037 -0.314 -1.010 0.3322
O -8.057 -1.592 -0.631 0.5816
C -6.482 1.621 -1.192 0.0014
C -5.550 -0.561 -0.683 -0.0009
C -10.544 -0.593 -0.996 -0.0009
H -9.126 1.525 -2.430 0.0015
H -10.634 1.794 -1.585 -0.0004
H -9.177 2.486 -0.941 0.0000
H -9.554 -0.329 1.447 0.0025
H -10.321 1.204 1.094 0.0010
H -8.170 2.360 1.070 0.0003
H -8.281 1.397 2.525 0.0008
H -6.062 1.171 1.406 0.0009
H -6.892 -0.353 1.621 0.0026
H -6.497 1.470 -2.274 0.0012
H -5.483 1.979 -0.930 -0.0004
H -7.155 2.441 -0.952 0.0000
H -5.570 -1.492 -0.113 -0.0007
H -4.648 -0.028 -0.372 -0.0003
H -5.439 -0.809 -1.742 0.0002
H -10.530 -0.846 -2.060 0.0002
H -11.484 -0.076 -0.790 -0.0003
H -10.575 -1.521 -0.422 -0.0007
C 5.616 5.648 3.932 0.0019
C 4.899 4.329 4.318 0.0248
C 5.920 3.179 4.396 0.0136
C 6.389 2.682 3.029 0.0008
C 5.196 2.347 2.138 0.0137
C 4.188 3.502 2.022 0.0250
N 3.799 4.058 3.348 0.3375
O 2.960 3.186 3.905 0.5744
C 4.781 4.613 1.128 0.0013
C 2.960 3.012 1.227 -0.0007
C 4.373 4.595 5.745 -0.0009
H 4.923 6.359 3.478 0.0015
H 6.037 6.145 4.809 -0.0004
H 6.455 5.496 3.254 0.0000
H 5.482 2.330 4.933 0.0026
H 6.791 3.493 4.980 0.0011
H 7.031 3.426 2.548 0.0003
H 7.007 1.789 3.161 0.0008
H 5.558 2.065 1.144 0.0010
H 4.700 1.457 2.542 0.0028
H 4.134 5.493 1.115 0.0012
H 4.878 4.268 0.096 -0.0004
H 5.780 4.928 1.423 0.0000
H 2.490 2.135 1.676 -0.0006
H 3.241 2.721 0.212 -0.0003
H 2.208 3.801 1.146 0.0002
H 3.636 5.403 5.749 0.0002
H 5.191 4.888 6.407 -0.0003
H 3.917 3.712 6.196 -0.0007
```

Highest occupied orbital energy (spin up / spin down) in eV: -7.81 / -7.81
Spin multiplicity: 4
LUMO (spin up / spin down) in eV: 0.389 / -0.100
Net charge: 0
<S²>: 3.76

Record 2
DFT (wB97M-V/def2-TZVPD) results for a 11-piece molecular cluster, C52H91F21O26 overall.

Structure (XYZ):
```
190
Properties=species:S:1:pos:R:3:lowdin_charge:R:1
C -4.087 2.484 -3.688 -0.0434
C -3.340 1.273 -3.171 -0.1856
O -2.375 0.797 -4.098 0.0557
C -1.626 -0.255 -3.902 -0.3595
O -1.614 -1.016 -2.931 0.1397
C -0.723 -0.591 -5.080 -0.5377
F -0.812 0.211 -6.158 0.1642
F 0.594 -0.558 -4.713 0.1356
F -0.968 -1.832 -5.383 0.1950
H -4.653 2.916 -2.863 0.0599
H -4.896 2.229 -4.372 0.0816
H -3.485 3.246 -4.185 0.0862
H -4.045 0.489 -2.893 0.1170
H -2.715 1.551 -2.322 0.1120
C -1.440 1.765 0.249 -0.0426
C -0.155 1.605 -0.554 -0.2179
O 0.260 0.269 -0.551 0.0031
C 1.248 -0.136 -1.396 -0.2806
O 1.802 0.568 -2.303 0.1018
C 1.764 -1.517 -1.022 -0.5798
F 2.852 -1.298 -0.251 0.1434
F 0.882 -2.253 -0.348 0.1730
F 2.109 -2.205 -2.071 0.2010
H -2.264 1.111 -0.036 0.0640
H -1.713 2.799 0.037 0.0664
H -1.243 1.678 1.318 0.0811
H 0.604 2.279 -0.156 0.1177
H -0.343 1.824 -1.605 0.1214
C -0.801 -4.280 -3.030 -0.0246
C -0.465 -5.760 -2.442 -0.1042
O -0.219 -5.662 -0.985 -0.0270
C -0.281 -6.743 -0.087 -0.2674
O -0.424 -7.928 -0.456 0.1079
C 0.159 -6.385 1.354 -0.5845
F 1.499 -6.531 1.461 0.1572
F -0.094 -5.140 1.612 0.1905
F -0.515 -7.115 2.234 0.1839
H -0.804 -4.269 -4.120 0.0550
H -0.068 -3.498 -2.832 0.0506
H -1.745 -3.915 -2.625 0.0520
H 0.424 -6.097 -2.976 0.0905
H -1.228 -6.514 -2.637 0.1186
C 1.563 1.670 2.760 -0.0287
C 3.043 1.466 3.216 -0.1543
O 3.111 0.288 4.020 0.0207
C 3.133 -0.955 3.574 -0.2988
O 3.130 -1.149 2.337 0.0833
C 3.169 -2.122 4.591 -0.5419
F 4.208 -2.969 4.264 0.1202
F 3.338 -1.653 5.774 0.2276
F 2.121 -2.946 4.486 0.1727
H 0.858 1.523 3.579 0.0829
H 1.320 0.933 1.994 0.0665
H 1.378 2.694 2.436 0.0610
H 3.464 2.255 3.839 0.1292
H 3.720 1.371 2.367 0.0918
C -3.161 -1.835 2.224 -0.0297
C -2.602 -2.288 0.855 -0.2030
O -3.507 -2.171 -0.228 0.0079
C -4.215 -3.240 -0.662 -0.3305
O -4.263 -4.312 -0.056 0.1436
C -5.085 -2.896 -1.862 -0.6021
F -4.875 -1.706 -2.340 0.1908
F -4.749 -3.868 -2.714 0.1719
F -6.379 -3.003 -1.613 0.1924
H -4.051 -2.347 2.590 0.0784
H -3.336 -0.760 2.175 0.0645
H -2.335 -1.986 2.920 0.0776
H -2.122 -3.264 0.928 0.1151
H -1.757 -1.685 0.524 0.1107
C 4.397 -6.301 4.674 -0.0606
C 5.227 -6.302 3.385 -0.2055
O 4.688 -5.313 2.524 -0.0035
C 4.664 -5.454 1.149 -0.2618
O 4.697 -6.551 0.556 0.1155
C 4.313 -4.146 0.364 -0.5370
F 4.819 -4.160 -0.895 0.1583
F 2.977 -4.112 0.320 0.1597
F 4.651 -3.070 1.037 0.1758
H 3.398 -6.731 4.594 0.0791
H 4.290 -5.313 5.123 0.0598
H 4.925 -6.870 5.438 0.0758
H 5.085 -7.277 2.919 0.1185
H 6.272 -6.207 3.682 0.1266
C -5.609 1.407 -0.223 -0.0353
C -6.833 0.522 -0.624 -0.1840
O -7.094 -0.412 0.395 0.0140
C -7.755 -0.100 1.543 -0.3320
O -8.175 1.009 1.845 0.1612
C -7.900 -1.198 2.555 -0.5901
F -7.733 -2.405 2.026 0.1804
F -6.992 -1.029 3.457 0.2186
F -9.138 -1.093 3.123 0.1491
H -5.835 1.841 0.752 0.0714
H -5.296 2.183 -0.921 0.0535
H -4.741 0.812 0.063 0.0659
H -6.652 -0.021 -1.552 0.1053
H -7.712 1.133 -0.827 0.1260
C -4.066 4.304 0.746 -0.0707
O -5.007 4.207 1.860 -0.1956
C -5.330 5.512 2.393 -0.1915
C -6.714 5.389 3.086 -0.1574
O -7.839 4.938 2.302 -0.1240
C -8.216 5.788 1.210 -0.1791
C -9.270 6.767 1.625 -0.2151
O -9.016 7.641 2.723 -0.1869
C -10.030 8.596 2.896 -0.1214
H -4.622 4.706 -0.101 0.0914
H -3.767 3.261 0.640 0.0548
H -3.202 4.916 1.004 0.0683
H -5.281 6.335 1.680 0.1045
H -4.568 5.832 3.104 0.1184
H -6.887 6.402 3.450 0.1082
H -6.730 4.754 3.972 0.1291
H -8.680 5.162 0.448 0.1329
H -7.383 6.392 0.850 0.1170
H -10.175 6.196 1.834 0.1294
H -9.381 7.423 0.761 0.1216
H -11.017 8.175 3.087 0.0882
H -10.006 9.284 2.051 0.0861
H -9.836 9.182 3.794 0.0866
C 1.261 -4.033 -6.262 -0.1137
O 1.550 -4.649 -5.026 -0.1991
C 2.941 -4.900 -4.857 -0.1727
C 3.165 -5.661 -3.537 -0.1831
O 2.660 -7.010 -3.439 -0.1117
C 2.964 -7.450 -2.129 -0.2184
C 2.494 -8.873 -1.941 -0.1835
O 3.262 -9.786 -2.747 -0.1622
C 2.722 -11.111 -2.905 -0.1023
H 1.647 -4.700 -7.034 0.0836
H 1.672 -3.031 -6.386 0.0891
H 0.192 -4.039 -6.479 0.0802
H 3.486 -3.967 -4.714 0.1256
H 3.342 -5.443 -5.713 0.1253
H 2.825 -5.017 -2.726 0.1091
H 4.241 -5.609 -3.372 0.1202
H 2.439 -6.795 -1.434 0.1104
H 4.036 -7.353 -1.960 0.1220
H 1.451 -8.794 -2.248 0.1159
H 2.489 -9.049 -0.865 0.1277
H 3.316 -11.717 -3.589 0.0795
H 1.682 -11.160 -3.230 0.0821
H 2.766 -11.695 -1.986 0.0759
C -2.806 10.123 -0.405 -0.0940
O -1.855 9.048 -0.445 -0.1971
C -2.260 8.023 -1.333 -0.2002
C -1.198 6.850 -1.338 -0.1108
O -1.215 5.971 -0.151 -0.1801
C -0.585 6.363 1.079 -0.1557
C 0.958 6.173 0.940 -0.1874
O 1.330 4.806 0.639 -0.1865
C 2.773 4.609 0.773 -0.1012
H -3.766 9.861 0.040 0.0876
H -2.871 10.579 -1.393 0.0856
H -2.375 10.935 0.180 0.0849
H -2.438 8.322 -2.366 0.1171
H -3.233 7.672 -0.990 0.1143
H -0.185 7.188 -1.556 0.1171
H -1.446 6.269 -2.226 0.1133
H -0.901 5.779 1.943 0.1186
H -0.905 7.379 1.309 0.1162
H 1.353 6.416 1.927 0.1137
H 1.427 6.936 0.320 0.1180
H 3.386 5.201 0.094 0.0836
H 3.089 3.576 0.630 0.0688
H 3.215 4.876 1.734 0.0825
C 5.480 0.269 0.804 -0.0966
O 6.179 1.345 1.452 -0.1845
C 6.562 2.529 0.712 -0.1747
C 7.552 2.275 -0.432 -0.1686
O 8.724 1.544 -0.041 -0.1406
C 9.548 2.025 1.012 -0.1665
C 10.487 0.847 1.366 -0.1920
O 11.619 1.332 2.064 -0.1940
C 12.814 0.593 1.915 -0.1158
H 5.994 -0.221 -0.024 0.0899
H 4.494 0.534 0.422 0.0729
H 5.363 -0.561 1.501 0.0743
H 6.948 3.279 1.402 0.1168
H 5.678 3.023 0.308 0.1061
H 7.859 3.184 -0.949 0.1205
H 7.142 1.716 -1.274 0.1208
H 8.931 2.230 1.886 0.1129
H 10.153 2.928 0.932 0.1257
H 10.781 0.245 0.506 0.1189
H 10.051 0.047 1.964 0.1244
H 13.349 0.750 0.979 0.0861
H 12.588 -0.466 2.040 0.0825
H 13.518 0.792 2.723 0.0835
```

Highest occupied orbital energy in eV: -9.25
LUMO in eV: 0.146
Net charge: 0
SMILES: CCOC(=O)C(F)(F)F.CCOC(=O)C(F)(F)F.CCOC(=O)C(F)(F)F.CCOC(=O)C(F)(F)F.CCOC(=O)C(F)(F)F.CCOC(=O)C(F)(F)F.CCOC(=O)C(F)(F)F.COCCOCCOC.COCCOCCOC.COCCOCCOC.COCCOCCOC
Energy relative to the best compared isomer or geometry (same formula, charge and spin) in kJ/mol: 445.9

no.,E (eV),F_max (eV/A)
1,-94701.2162,4.00
2,-165692.4774,5.90